Record 1
Below is C7H14N2 as an isolated structure in a non-equilibrium geometry, with properties calculated with ωB97M-V/def2-TZVPD.

Output
* HOMO-LUMO gap: 9.57 eV
* ΔE to the lowest compared entry with this formula, charge and spin: 83.0 kcal per mole

Each line ends with the Mulliken charge.
Cartesian coordinates (Å):
C (-1.718012, 1.648149, -1.241742)  -1.76
C (-1.187160, 1.096836, 0.052970)  0.74
C (-0.546791, 2.158488, 0.940221)  -0.62
C (0.143890, 0.446633, -0.111855)  -0.58
C (0.509427, -0.891197, 0.709640)  -0.08
C (1.820980, -1.689790, 0.353713)  -0.52
C (1.025916, -2.724542, -0.324127)  -0.39
H (-2.064647, 0.897768, -1.957907)  0.36
H (-2.574330, 2.206499, -0.996861)  0.45
H (-0.905229, 2.266089, -1.746359)  0.37
H (-2.056764, 0.352205, 0.310223)  0.29
H (-0.552742, 1.826442, 2.062439)  0.22
H (-0.765994, 3.222942, 0.760150)  0.31
H (1.492699, 1.678059, 0.814137)  0.26
H (0.357385, 0.104813, -1.124656)  0.31
H (0.280636, -0.677797, 1.704471)  0.47
H (2.508478, -2.002485, 1.277989)  0.23
H (2.448745, -1.034814, -0.234147)  0.28
H (1.016660, -2.819318, -1.433961)  0.24
H (1.152585, -3.701630, 0.059689)  0.27
H (-0.859659, -1.866659, -0.466548)  0.27
N (0.674674, 1.676706, 0.256937)  -0.50
N (-0.200747, -2.173396, 0.335584)  -0.63

Cartesian forces (eV/Å) of the 2 atoms listed first:
C 1.859 0.489 -1.289
C -4.244 -2.836 -0.529

---

Record 2
Below is a 2-piece molecular cluster, C7H14N2 overall in a non-equilibrium geometry, with properties calculated with ωB97M-V/def2-TZVPD.

Output
* SMILES: Cc1c[nH]cn1.CCC
* HOMO-LUMO gap: 9.49 eV
* ΔE to the lowest compared entry with this formula, charge and spin: 48.3 kcal per mole

Each line ends with the Mulliken charge.
Cartesian coordinates (Å):
C (0.483456, -3.053283, -1.756589)  -1.00
C (0.730546, -1.647085, -1.508105)  0.51
C (-0.241274, -0.693612, -1.640736)  -0.46
N (0.327540, 0.557323, -1.185662)  -0.14
C (1.579169, 0.163312, -0.754149)  -0.23
N (1.875246, -1.111646, -1.028382)  -0.59
H (-0.441974, -3.335201, -1.168548)  0.29
H (1.195204, -3.606887, -1.012504)  0.28
H (0.322432, -3.394719, -2.791246)  0.29
H (-1.191640, -0.741056, -2.085578)  0.43
H (0.096496, 1.414388, -1.553763)  0.20
H (2.510749, 0.701706, -0.451685)  0.38
C (-2.508056, 1.410804, 2.121922)  -1.05
C (-0.961088, 1.191423, 2.070543)  0.59
C (-0.298178, 2.449187, 2.521318)  -1.31
H (-2.944934, 1.236853, 1.088831)  0.29
H (-2.802896, 2.372458, 2.392954)  0.36
H (-2.994979, 0.656443, 2.937892)  0.20
H (-0.691527, 0.392620, 2.742761)  0.26
H (-0.673099, 0.740075, 1.056492)  -0.33
H (0.686925, 2.497067, 2.268668)  0.41
H (-0.776457, 3.486408, 2.129434)  0.27
H (-0.421251, 2.535626, 3.619368)  0.32

Cartesian forces (eV/Å) of the 2 atoms listed first:
C -0.334 -2.733 3.034
C -1.733 1.570 -0.653

---

Record 3
Below is C7H14N2 as an isolated structure in a non-equilibrium geometry, with properties calculated with ωB97M-V/def2-TZVPD.

Output
* HOMO-LUMO gap: 8.01 eV
* ΔE to the lowest compared entry with this formula, charge and spin: 100.5 kcal per mole

Each line ends with the Mulliken charge.
Cartesian coordinates (Å):
C (-1.841389, 0.272448, -1.401912)  -0.93
N (-2.916176, -0.228351, -0.577625)  -0.60
C (-0.371554, 0.596256, 1.106457)  -0.88
C (-0.981155, 1.536262, 1.570565)  -0.13
H (-2.847465, 0.166031, 0.357962)  0.25
H (-2.866927, -1.235451, -0.485352)  0.24
H (-1.937911, 1.351077, -1.496067)  0.37
H (-1.981941, -0.149240, -2.407623)  0.42
H (-1.691654, 2.298984, 1.749171)  0.46
C (2.693607, 0.925580, 0.105524)  -1.32
C (0.127830, -1.828637, 0.815411)  -1.50
C (1.538844, 0.023872, -0.187822)  0.62
N (1.029789, -0.180042, -1.356217)  -0.59
C (0.708762, -0.422374, 0.978533)  0.64
H (1.573736, 0.167063, -2.141691)  0.18
H (-0.475349, 0.153448, -1.440793)  0.27
H (1.309965, -0.378467, 1.891422)  0.43
H (3.163084, 1.297773, -0.806954)  0.40
H (3.447792, 0.397495, 0.697180)  0.33
H (2.350764, 1.770090, 0.716195)  0.31
H (0.929146, -2.565445, 0.789910)  0.41
H (-0.419757, -1.911006, -0.118457)  0.22
H (-0.542040, -2.057365, 1.642182)  0.40

Cartesian forces (eV/Å) of the 2 atoms listed first:
C 2.870 0.440 -2.224
N 0.382 -0.173 0.804

---

Record 4
Below is a 2-piece molecular cluster, C7H14N2 overall in a non-equilibrium geometry, with properties calculated with ωB97M-V/def2-TZVPD.

Output
* net charge: +1
* HOMO-LUMO gap (spin up / spin down): 10.59 / 6.74 eV
* multiplicity: 2
* ΔE to the lowest compared entry with this formula, charge and spin: 5.0 kcal per mole

Each line ends with the Mulliken charge.
Cartesian coordinates (Å):
C (-0.877182, 0.612924, -2.139078)  -0.15
C (-0.962294, 0.096639, -3.586569)  -1.19
C (-1.276167, -0.438054, -1.103519)  -0.93
H (0.169124, 0.927193, -2.013578)  0.20
H (-1.411958, 1.555014, -2.025234)  0.33
H (-1.721886, -0.655899, -3.762566)  0.32
H (-2.128179, -1.011276, -1.452888)  0.43
H (-0.442057, -1.137392, -1.012358)  0.20
H (0.003324, -0.347025, -3.824342)  0.30
H (-1.020826, 0.906176, -4.307662)  0.33
H (-1.488818, 0.009509, -0.130101)  0.20
C (-0.263035, 0.786199, 3.344441)  -1.07
C (0.930033, 0.240097, 1.075509)  -0.62
C (0.669162, 0.044598, 2.482710)  0.95
C (2.162994, -1.346797, 1.896049)  -0.17
N (1.824451, -0.672100, 0.727230)  0.04
N (1.419909, -0.984502, 2.908750)  -0.49
H (0.481407, 0.993529, 0.447100)  0.55
H (2.241217, -0.681660, -0.195130)  0.29
H (0.083787, 0.653022, 4.363702)  0.36
H (-1.320477, 0.550428, 3.232748)  0.32
H (3.056321, -1.954113, 1.932815)  0.40
H (-0.128849, 1.853480, 3.141977)  0.37

Cartesian forces (eV/Å) of the 2 atoms listed first:
C 0.146 0.365 -0.468
C 0.974 0.166 0.168

---

Record 5
Below is a 2-piece molecular cluster, C7H14N2O2 overall in a non-equilibrium geometry, with properties calculated with ωB97M-V/def2-TZVPD.

Output
* SMILES: O=C1CCN1O.C1CCNC1
* HOMO-LUMO gap: 9.08 eV
* ΔE to the lowest compared entry with this formula, charge and spin: 55.3 kcal per mole

Each line ends with the Mulliken charge.
Cartesian coordinates (Å):
O (2.599684, 1.881040, 0.657580)  -0.62
C (3.007807, 0.795600, 0.361436)  0.39
C (4.357262, 0.066556, 0.294630)  -0.52
C (3.574502, -1.130273, -0.276599)  -0.49
N (2.389310, -0.274871, -0.214298)  0.07
O (1.060518, -0.398869, -0.453044)  -0.32
H (4.986854, 0.570283, -0.426721)  0.24
H (4.842798, -0.085859, 1.269090)  0.28
H (3.846680, -1.446050, -1.287173)  0.29
H (3.528948, -1.979438, 0.400381)  0.26
H (0.937525, 0.074738, -1.300956)  0.38
C (-3.660551, -0.124429, 0.275594)  -0.37
C (-2.978030, 0.761316, -0.790480)  -0.62
C (-1.515597, 0.840329, -0.395274)  -0.37
N (-1.240703, -0.337105, 0.427800)  -0.31
C (-2.491768, -0.610574, 1.134128)  -0.75
H (-4.209095, -0.947095, -0.202710)  0.23
H (-4.361386, 0.456771, 0.894030)  0.28
H (-3.412089, 1.754957, -0.847215)  0.31
H (-3.079731, 0.328261, -1.786938)  0.26
H (-1.329026, 1.752781, 0.204388)  0.26
H (-0.838888, 0.884281, -1.253155)  0.20
H (-0.932814, -1.117012, -0.149874)  0.27
H (-2.550615, -1.662842, 1.387393)  0.37
H (-2.531592, -0.052488, 2.077975)  0.28

Cartesian forces (eV/Å) of the 2 atoms listed first:
O 0.071 0.296 0.278
C -0.279 0.047 -0.297

---

Record 6
Below is one molecule with the formula C7H14N2O3S in a non-equilibrium geometry, with properties calculated with ωB97M-V/def2-TZVPD.

Output
* SMILES: CSCC[C@H](N)C(=O)NCC(=O)O
* HOMO-LUMO gap: 9.24 eV
* ΔE to the lowest compared entry with this formula, charge and spin: 110.2 kcal per mole

Each line ends with the Mulliken charge.
Cartesian coordinates (Å):
C (0.131614, 4.556222, -0.510375)  -0.76
S (-0.759249, 2.995217, -1.162061)  -0.11
C (-1.048200, 2.241284, 0.555058)  -0.89
C (-1.529893, 0.740992, 0.605249)  -0.76
C (-0.573909, -0.142596, 0.014860)  1.03
N (-0.234992, -0.093498, -1.302508)  -0.53
C (-1.083204, -1.630954, 0.287005)  -0.43
O (-2.294942, -1.673870, 0.779563)  -0.61
N (-0.174210, -2.691465, -0.305758)  -0.08
C (1.160015, -2.452951, -0.557572)  -0.26
C (2.196143, -2.084355, 0.612261)  0.52
O (3.399311, -1.933309, 0.460721)  -0.55
O (1.635235, -2.328765, 1.899807)  -0.50
H (0.623877, 5.282109, -1.268704)  0.32
H (-0.604715, 5.266978, -0.094422)  0.28
H (0.800573, 4.202537, 0.353647)  0.22
H (-1.728562, 3.064059, 0.904881)  0.40
H (-0.008815, 2.360644, 0.966939)  0.33
H (-1.625615, 0.494728, 1.664458)  0.36
H (-2.649024, 0.729550, 0.244971)  0.28
H (0.495664, 0.060414, 0.460308)  0.14
H (-0.984626, -0.096124, -1.783251)  0.11
H (0.303176, 0.728608, -1.723834)  0.24
H (-0.795578, -3.541628, -0.245226)  0.28
H (1.864225, -3.226956, -1.310110)  0.35
H (1.234277, -1.639446, -1.277394)  0.23
H (0.655324, -1.992511, 1.798933)  0.38

Cartesian forces (eV/Å) of the 2 atoms listed first:
C -0.025 0.393 0.331
S 0.853 1.001 0.431

---

Record 7
Below is C7H14N2OPTb as an isolated structure in a non-equilibrium geometry, with properties calculated with ωB97M-V/def2-TZVPD.

Output
* HOMO-LUMO gap (spin up / spin down): 5.63 / 5.81 eV
* multiplicity: 7

Each line ends with the Mulliken charge.
Cartesian coordinates (Å):
C (-0.229471, -1.283289, -2.644736)  -0.57
C (-0.719196, -0.392122, -3.568425)  -0.38
C (-0.710922, 1.029449, -3.486476)  -0.41
C (0.094539, 1.836617, -2.618808)  -0.43
C (0.777125, 1.343813, -1.536306)  -0.74
Tb (-1.009484, 0.146952, -1.063668)  0.79
P (-0.185569, -2.606962, -0.311041)  -0.06
H (-0.147918, -2.362405, -2.870945)  0.21
H (-1.251530, -0.729753, -4.466549)  0.28
H (-1.187533, 1.537746, -4.320721)  0.36
H (1.573362, 1.874460, -1.007061)  0.39
H (0.047486, 2.901135, -2.944396)  0.24
H (1.123009, -2.720867, 0.254002)  0.07
H (-0.069186, -3.737734, -1.161093)  0.06
H (-0.964856, -3.249654, 0.688866)  0.03
C (-0.222879, -0.762454, 3.702771)  -0.72
N (0.303325, 0.529508, 3.282613)  -0.20
C (0.212268, 1.036813, 2.045758)  0.68
N (0.845201, 2.216298, 1.865951)  -0.35
O (-0.440662, 0.477182, 1.094686)  -0.60
H (-0.464662, -1.434644, 2.870336)  0.19
H (-1.100461, -0.636085, 4.346451)  0.28
H (0.519842, -1.237547, 4.349423)  0.32
H (0.864813, 1.089409, 3.930396)  0.18
H (0.932649, 2.591177, 0.932580)  0.21
H (1.410714, 2.542952, 2.636382)  0.17

Cartesian forces (eV/Å) of the 2 atoms listed first:
C -0.185 -0.099 0.297
C -0.209 -0.531 -0.946

---

Record 8
Below is C7H14N2OPTl as an isolated structure in a non-equilibrium geometry, with properties calculated with ωB97M-V/def2-TZVPD.

Output
* HOMO-LUMO gap: 6.13 eV

Each line ends with the Mulliken charge.
Cartesian coordinates (Å):
C (2.340395, -0.416355, -0.645557)  -0.56
C (2.333313, 0.792104, 0.102483)  -0.57
C (1.922370, 0.480391, 1.423307)  -0.50
C (1.694120, -0.930956, 1.503640)  -0.59
C (1.950600, -1.485782, 0.225327)  -0.60
Tl (-0.422670, 0.071831, -0.440124)  0.35
P (-1.531895, -0.632037, -2.579767)  -0.21
H (2.558971, -0.514579, -1.717162)  0.46
H (2.550238, 1.794391, -0.291030)  0.38
H (1.726411, 1.195660, 2.224542)  0.35
H (1.856053, -2.537608, -0.056649)  0.38
H (1.358815, -1.472314, 2.388658)  0.54
H (-1.491576, -2.079754, -2.431560)  0.14
H (-0.763189, 0.236698, -3.457449)  0.15
H (-2.722179, 0.005295, -1.990533)  0.14
C (-4.288487, 1.959539, 1.185524)  -0.80
N (-3.875615, 0.861133, 2.009637)  -0.23
C (-2.607130, 0.464583, 1.960389)  0.70
N (-2.247173, -0.739736, 2.506696)  -0.38
O (-1.777350, 1.099998, 1.258150)  -0.57
H (-3.528134, 2.124112, 0.407110)  0.27
H (-4.360865, 2.890283, 1.759415)  0.31
H (-5.234855, 1.731118, 0.686649)  0.29
H (-4.464660, 0.542838, 2.782583)  0.21
H (-1.316305, -1.119754, 2.316676)  0.14
H (-2.719213, -1.126193, 3.289656)  0.20

Cartesian forces (eV/Å) of the 2 atoms listed first:
C -0.085 -0.588 0.028
C -0.349 -0.031 0.118

---

Number 1: calculated total energy -10462.766 eV. Number 2: calculated total energy -10464.271 eV. Number 3: calculated total energy -10462.008 eV. Number 4: calculated total energy -10457.865 eV. Number 5: calculated total energy -14558.380 eV. Number 6: calculated total energy -27439.913 eV. Number 7: calculated total energy -44232.687 eV. Number 8: calculated total energy -26491.541 eV.